(1)
{"formula": "C29H53N7O12", "method": "ωB97M-V with the def2-TZVPD basis set", "charge": 0, "multiplicity": 1, "orbital_gap_ev": 9.13, "smiles": "CC(=O)OCN(OC(=O)c1ccccc1)C(=O)O.CN(C)C=O.CN(C)C=O.CN(C)C=O.CN(C)C=O.CN(C)C=O.CN(C)C=O", "largest_force_ha_per_bohr": 0.066, "symbols": ["C", "C", "O", "O", "C", "N", "O", "C", "O", "C", "C", "C", "C", "C", "C", "C", "O", "O", "H", "H", "H", "H", "H", "H", "H", "H", "H", "H", "H", "C", "O", "N", "C", "C", "H", "H", "H", "H", "H", "H", "H", "C", "O", "N", "C", "C", "H", "H", "H", "H", "H", "H", "H", "C", "O", "N", "C", "C", "H", "H", "H", "H", "H", "H", "H", "C", "O", "N", "C", "C", "H", "H", "H", "H", "H", "H", "H", "C", "O", "N", "C", "C", "H", "H", "H", "H", "H", "H", "H", "C", "O", "N", "C", "C", "H", "H", "H", "H", "H", "H", "H"], "positions_angstrom": [[-0.50809, -4.64361, -1.59215], [-1.47995, -3.54661, -2.17645], [-2.46197, -3.84322, -2.81624], [-1.09799, -2.23549, -1.93070], [-2.12567, -1.30538, -2.26037], [-1.46430, 0.05058, -2.26590], [-2.19706, 0.96158, -1.51930], [-1.26379, 1.76374, -0.77715], [-0.83140, 1.42208, 0.27385], [-0.88826, 3.11464, -1.48061], [0.19930, 3.08167, -2.44583], [0.57344, 4.29961, -3.15961], [-0.18142, 5.50797, -2.86946], [-1.27055, 5.53840, -1.87907], [-1.66021, 4.32071, -1.14462], [-1.31749, 0.45690, -3.64508], [-0.40063, 0.00999, -4.29046], [-2.17809, 1.36480, -4.25274], [0.26062, -4.83372, -2.37656], [0.01233, -4.17202, -0.71072], [-1.10978, -5.53585, -1.31573], [-2.93421, -1.23317, -1.48535], [-2.55319, -1.43654, -3.28729], [0.71740, 2.10364, -2.62305], [1.39311, 4.21936, -3.90998], [0.06518, 6.44462, -3.42698], [-1.85518, 6.45570, -1.64958], [-2.49049, 4.30575, -0.39703], [-1.56593, 1.98959, -4.69381], [2.00264, -7.24243, -2.30808], [0.81720, -7.06275, -2.09548], [2.99098, -7.05222, -1.40578], [4.38338, -7.28539, -1.72762], [2.64382, -6.59759, -0.06923], [2.37155, -7.58485, -3.28981], [4.78300, -8.05143, -1.05847], [4.94240, -6.35663, -1.59123], [4.49281, -7.62090, -2.75937], [1.97056, -7.32084, 0.39236], [2.13010, -5.63844, -0.13965], [3.53933, -6.48923, 0.54014], [0.93455, 5.39550, 0.96350], [1.81222, 5.48189, 0.12543], [1.13600, 5.17801, 2.28670], [0.03491, 5.08755, 3.22258], [2.49344, 5.03205, 2.77627], [-0.12957, 5.49225, 0.69954], [0.14654, 5.86949, 3.97916], [0.05541, 4.10684, 3.70500], [-0.91989, 5.21625, 2.71464], [3.05906, 5.93770, 2.54689], [2.96947, 4.18800, 2.27288], [2.49297, 4.86345, 3.85248], [0.50958, -4.72120, 2.57384], [0.63400, -5.84905, 2.13678], [1.51459, -3.95706, 3.06690], [1.28530, -2.61843, 3.57108], [2.86296, -4.49671, 3.09066], [-0.47041, -4.21588, 2.60236], [1.88104, -1.90931, 2.99126], [1.58680, -2.57327, 4.62056], [0.23268, -2.34833, 3.49075], [3.16985, -4.74670, 2.07396], [2.87563, -5.40784, 3.69297], [3.55530, -3.76940, 3.51244], [-2.07564, 7.99497, 2.99224], [-2.31483, 7.20945, 2.09307], [-2.96820, 8.42445, 3.91383], [-2.60652, 9.36392, 4.95669], [-4.33125, 7.92764, 3.85479], [-1.07209, 8.43202, 3.12581], [-2.77818, 8.90173, 5.93157], [-3.22656, 10.25857, 4.86486], [-1.55752, 9.64767, 4.87665], [-4.32285, 6.84011, 3.94980], [-4.76855, 8.18911, 2.88939], [-4.92810, 8.36041, 4.65617], [-7.90303, -2.94047, -1.29200], [-8.60435, -2.93820, -0.29926], [-6.89542, -2.06791, -1.53724], [-6.09823, -2.13005, -2.74648], [-6.60641, -1.03852, -0.55658], [-8.03968, -3.68076, -2.09769], [-5.05118, -2.28459, -2.47532], [-6.20000, -1.18630, -3.28852], [-6.42536, -2.94776, -3.38755], [-6.35260, -1.50886, 0.39566], [-7.49343, -0.41834, -0.41258], [-5.77604, -0.41751, -0.89122], [5.52374, -3.03189, -0.10296], [4.95113, -4.08752, 0.09539], [6.42074, -2.80508, -1.09048], [7.06421, -1.51796, -1.26564], [6.74783, -3.88558, -2.00240], [5.34682, -2.14807, 0.53181], [6.82452, -1.12891, -2.25781], [8.14587, -1.64210, -1.17579], [6.72323, -0.80801, -0.51277], [5.83943, -4.21500, -2.51115], [7.15353, -4.72586, -1.43496], [7.47905, -3.55363, -2.73778]], "atomic_forces_ev_per_a": [[-0.3, 2.3, 0.0], [0.6, -1.5, 0.1], [0.4, 0.7, 0.5], [-1.2, -0.9, -0.1], [0.1, 1.4, -0.2], [-0.5, -0.7, -1.7], [-0.2, 1.0, 0.9], [0.6, 1.2, -0.6], [-0.5, -0.1, -0.4], [-0.4, 0.5, -0.2], [-1.0, 1.5, 0.4], [-1.9, -0.6, 1.7], [-0.5, -1.0, 0.8], [0.6, -2.2, 0.0], [2.4, 0.1, -2.4], [1.0, 0.5, -1.3], [-0.6, -0.1, 0.7], [0.8, -0.2, 1.8], [-0.8, -0.2, 0.7], [-0.5, -0.8, -0.8], [0.7, 0.7, -0.4], [0.8, -0.4, -0.7], [0.3, -0.6, 1.0], [-0.4, 1.1, 0.1], [-0.8, 0.5, 0.7], [-0.3, -0.9, 0.7], [0.8, -0.6, -0.4], [0.9, 0.0, -0.8], [-0.5, -0.5, -0.1], [0.2, 0.0, 0.2], [0.2, -0.2, 0.0], [-0.1, -0.1, -0.5], [-0.1, 0.1, 0.2], [-0.3, -0.1, -0.1], [0.1, 0.0, 0.0], [0.2, 0.0, -0.1], [0.1, -0.1, 0.0], [-0.1, 0.0, 0.0], [0.0, 0.2, 0.1], [0.0, -0.1, 0.2], [0.0, 0.0, -0.2], [-0.1, 0.0, 0.1], [0.1, 0.0, 0.2], [-0.2, 0.1, -0.3], [0.3, -0.1, 0.0], [0.0, 0.0, -0.3], [0.0, 0.0, 0.1], [-0.2, -0.1, 0.1], [-0.1, 0.1, 0.1], [0.1, 0.1, 0.0], [0.1, -0.1, 0.1], [0.1, 0.1, 0.1], [-0.1, 0.0, -0.1], [0.1, 0.1, 0.1], [0.2, 0.1, 0.1], [-0.4, 0.0, -0.1], [0.2, -0.2, 0.0], [-0.2, -0.3, -0.2], [0.0, 0.1, 0.0], [-0.1, 0.1, 0.1], [-0.1, 0.2, 0.0], [0.0, -0.1, 0.0], [0.2, 0.0, 0.1], [0.1, 0.0, 0.0], [-0.1, 0.0, 0.0], [-0.1, 0.1, 0.1], [-0.2, 0.0, 0.1], [0.4, 0.0, -0.2], [-0.3, -0.1, -0.1], [0.1, -0.1, -0.2], [0.0, 0.0, 0.1], [0.1, 0.2, 0.1], [0.1, 0.1, 0.1], [-0.1, -0.1, -0.1], [-0.1, 0.0, 0.0], [-0.1, -0.1, 0.1], [0.1, 0.0, 0.0], [0.1, 0.1, 0.0], [0.1, 0.1, 0.0], [-0.2, -0.3, -0.1], [0.0, 0.2, 0.3], [-0.2, -0.2, 0.1], [0.1, 0.0, -0.1], [0.0, -0.1, -0.2], [0.1, -0.1, -0.1], [0.0, 0.0, 0.1], [0.0, 0.2, 0.0], [0.1, 0.1, 0.1], [0.0, -0.1, -0.1], [0.1, 0.1, -0.1], [0.1, -0.1, -0.1], [-0.2, 0.1, 0.4], [0.0, -0.2, -0.2], [-0.2, -0.1, 0.2], [0.0, 0.0, 0.0], [0.1, 0.1, 0.1], [0.0, 0.2, 0.0], [0.0, -0.1, 0.0], [0.1, -0.1, -0.1], [0.0, 0.0, -0.1], [-0.1, 0.1, 0.1]]}

***

(2)
{"formula": "C29H54ClPTm", "method": "ωB97M-V with the def2-TZVPD basis set", "s2": 2.003, "charge": -1, "multiplicity": 3, "orbital_gap_ev": [5.26, 5.30], "largest_force_ha_per_bohr": 0.142, "symbols": ["Tm", "Cl", "P", "C", "H", "H", "C", "C", "C", "H", "C", "H", "H", "C", "H", "H", "C", "H", "H", "C", "H", "H", "H", "H", "C", "C", "H", "C", "H", "H", "C", "H", "H", "C", "H", "H", "C", "H", "H", "H", "H", "C", "H", "C", "H", "H", "C", "H", "H", "C", "H", "H", "C", "H", "H", "H", "H", "C", "C", "H", "C", "H", "C", "H", "H", "C", "H", "H", "C", "H", "H", "H", "H", "C", "C", "C", "C", "H", "H", "H", "H", "H", "H", "H", "H", "H"], "positions_angstrom": [[-0.50023, -0.93497, 1.87567], [1.52150, 0.16691, 2.91279], [0.87766, 0.38586, -0.51030], [-0.88584, -2.01007, 3.54575], [-1.52846, -2.88971, 3.65241], [-0.37148, -1.73839, 4.47821], [0.07871, 0.59495, -2.20353], [2.34286, -0.79237, -0.65508], [-0.37064, -0.75372, -2.78730], [-0.82588, 1.16905, -1.92466], [-1.34100, -0.53057, -3.95348], [0.50286, -1.31251, -3.15373], [-0.84208, -1.38353, -2.02256], [-0.74239, 0.36777, -5.04312], [-1.62606, -1.49880, -4.38092], [-2.25617, -0.06370, -3.56472], [-0.10364, 1.64886, -4.48869], [0.01482, -0.19980, -5.60068], [-1.52463, 0.63715, -5.76218], [0.81209, 1.40895, -3.27671], [0.46777, 2.15251, -5.27800], [-0.90252, 2.33900, -4.18303], [1.71470, 0.86985, -3.60228], [1.14424, 2.37865, -2.88442], [1.67636, 2.03086, -0.06914], [3.01633, -0.84700, -2.03179], [3.06742, -0.37154, 0.06554], [4.24401, -1.76612, -2.00037], [2.30669, -1.22138, -2.78176], [3.32488, 0.15653, -2.36196], [3.91049, -3.17294, -1.48924], [4.67552, -1.82572, -3.00695], [5.00456, -1.31413, -1.34903], [3.13239, -3.16444, -0.16894], [3.32643, -3.70286, -2.25330], [4.83986, -3.73826, -1.35787], [1.94021, -2.19030, -0.14692], [2.77436, -4.17572, 0.05664], [3.81481, -2.88063, 0.64350], [1.12249, -2.59127, -0.76675], [1.58396, -2.13365, 0.90521], [0.64983, 3.17208, -0.12282], [1.92024, 1.84224, 0.99321], [1.23695, 4.47678, 0.43852], [0.32266, 3.33523, -1.16157], [-0.24885, 2.90085, 0.45159], [2.58689, 4.85161, -0.18577], [0.51992, 5.29165, 0.28645], [1.36640, 4.36124, 1.52339], [3.58162, 3.68515, -0.22127], [2.42329, 5.21884, -1.20782], [3.02822, 5.68258, 0.37679], [2.98308, 2.38943, -0.78757], [4.46186, 3.96377, -0.81306], [3.93276, 3.48248, 0.79991], [2.80194, 2.51388, -1.86579], [3.72142, 1.58177, -0.68445], [-2.38443, 0.22099, 2.22687], [-2.12776, -0.56906, 3.34264], [-2.51253, -0.32193, 1.25081], [-2.02373, 0.22818, 4.69495], [-2.99395, -1.24630, 3.46628], [-3.18095, 1.22074, 4.80766], [-2.04018, -0.48481, 5.52890], [-1.05354, 0.74040, 4.72133], [-3.20792, 2.19532, 3.63269], [-4.12393, 0.65967, 4.83251], [-3.11503, 1.77550, 5.74906], [-3.09633, 1.52558, 2.25115], [-4.13479, 2.77725, 3.66336], [-2.38255, 2.90975, 3.73983], [-4.10910, 1.36911, 1.84606], [-2.59973, 2.21279, 1.55090], [-2.78821, -4.32562, 1.64934], [-2.99845, -3.21513, 0.61384], [-4.19296, -2.33167, 0.99325], [-1.73157, -2.42210, 0.32704], [-2.77170, -3.93168, 2.67183], [-1.84892, -4.86203, 1.47560], [-3.60925, -5.05369, 1.59082], [-3.27765, -3.71898, -0.32890], [-4.15047, -2.01028, 2.04360], [-4.25741, -1.43350, 0.36883], [-5.13221, -2.88833, 0.86868], [-1.93885, -1.75689, -0.52574], [-0.92113, -3.11566, 0.05074]], "atomic_forces_ev_per_a": [[2.2, 1.4, -5.0], [0.9, 0.4, 0.2], [0.2, 0.0, -0.1], [-1.4, -0.5, 2.3], [0.1, 0.4, 0.4], [-0.2, -0.2, 0.0], [0.4, 0.2, 0.3], [-0.2, 0.6, 0.0], [-0.2, 0.0, 0.0], [0.1, -0.2, -0.1], [0.1, 0.1, 0.1], [-0.2, 0.2, 0.0], [0.1, 0.2, -0.1], [0.1, -0.1, 0.0], [0.0, 0.1, 0.0], [0.1, -0.1, 0.0], [-0.1, 0.0, 0.1], [0.0, 0.0, 0.1], [0.1, 0.0, 0.0], [0.0, -0.1, -0.3], [-0.1, 0.0, 0.0], [0.1, -0.1, 0.0], [-0.2, 0.1, 0.1], [-0.1, -0.3, -0.1], [0.0, -0.5, 0.0], [0.2, -0.2, 0.0], [-0.2, -0.1, -0.1], [-0.1, 0.0, 0.0], [0.2, 0.0, 0.2], [-0.1, -0.3, 0.2], [-0.1, 0.1, -0.1], [0.0, 0.0, 0.1], [-0.1, 0.0, 0.0], [0.0, 0.2, 0.2], [0.0, 0.1, 0.0], [-0.1, 0.0, 0.0], [0.2, -0.1, -0.1], [0.1, 0.1, 0.0], [-0.1, 0.0, -0.1], [0.1, 0.1, 0.2], [0.2, 0.0, -0.6], [0.0, 0.0, 0.0], [-0.1, 0.1, -0.3], [0.1, -0.2, 0.1], [0.1, 0.0, 0.1], [0.2, 0.0, -0.1], [-0.1, -0.1, -0.1], [0.1, 0.0, 0.1], [0.0, 0.0, -0.1], [0.0, -0.1, 0.2], [0.0, -0.1, 0.0], [-0.1, 0.0, -0.1], [-0.1, 0.2, -0.2], [-0.1, 0.0, 0.1], [-0.1, 0.0, -0.1], [0.1, 0.0, 0.2], [-0.2, 0.2, 0.0], [2.0, 1.7, -3.5], [-2.8, -3.0, 6.0], [-0.7, 0.3, 0.9], [-0.1, -0.3, -0.9], [0.1, -0.4, 0.8], [0.1, -0.1, -0.1], [0.0, 0.1, -0.2], [-0.1, 0.1, 0.0], [0.2, 0.2, -0.2], [0.0, 0.0, 0.0], [-0.1, 0.0, 0.0], [-0.2, 0.3, 0.0], [0.1, 0.1, 0.0], [0.0, -0.1, 0.1], [-0.2, 0.1, 0.1], [-0.3, 0.2, 0.1], [-0.3, 0.0, 0.0], [0.0, -0.2, -0.4], [-0.2, -0.2, 0.2], [0.5, 0.3, 0.5], [0.0, 0.0, -0.2], [-0.1, 0.1, 0.0], [0.1, 0.0, 0.1], [-0.2, -0.1, 0.1], [0.1, 0.0, -0.3], [0.1, -0.1, 0.0], [0.1, 0.0, 0.0], [0.0, -0.1, -0.1], [-0.1, -0.1, -0.4]]}